Entry 1:
{"formula": "C4H12O4", "method": "wB97M-V/def2-TZVPD", "symbols": ["C", "C", "O", "C", "C", "O", "H", "H", "H", "H", "H", "H", "H", "H", "O", "H", "H", "O", "H", "H"], "xyz": [[1.380, 0.601, 1.440], [0.655, 0.019, 0.215], [0.012, 1.054, -0.429], [1.607, -0.518, -0.911], [0.625, -1.176, -1.827], [0.342, -0.513, -2.832], [1.137, 0.014, 2.303], [1.051, 1.660, 1.435], [2.410, 0.501, 1.233], [-0.132, -0.747, 0.461], [0.550, 1.747, -0.721], [2.114, 0.452, -1.370], [2.423, -1.222, -0.624], [0.133, -2.059, -1.592], [-1.102, 0.703, 2.848], [-1.950, 0.974, 3.170], [-0.564, 0.371, 3.548], [-2.625, -0.648, 0.224], [-3.561, -0.236, 0.291], [-2.220, 0.220, -0.121]], "atomic_forces_ev_per_a": [[-0.971, -0.151, -1.173], [1.145, -0.539, -0.045], [-3.854, -0.454, 0.137], [1.135, 0.318, 0.684], [1.549, 4.842, -3.305], [-0.283, -1.961, 1.031], [-0.036, 0.199, 0.671], [0.388, -0.756, 0.850], [1.390, 0.242, 0.120], [0.746, 0.824, -0.013], [1.577, 1.263, -0.538], [-1.086, -2.292, 0.564], [-0.634, 0.411, 0.294], [-0.938, -2.021, 0.644], [0.171, 0.237, -1.377], [-0.532, 0.013, 0.584], [0.138, -0.190, 0.954], [-1.862, 3.607, -0.765], [1.861, -1.637, 0.070], [0.094, -1.956, 0.614]], "nbo_charge": [-0.624, 0.101, -0.734, -0.515, 0.409, -0.526, 0.207, 0.231, 0.198, 0.207, 0.471, 0.216, 0.218, 0.138, -0.943, 0.476, 0.470, -0.944, 0.461, 0.484], "homo_energy_ha": -0.3427, "lumo_energy_ha": 0.0223, "orbital_gap_ev": 9.93, "smiles": "C[C@@H](O)CC=O.O.O"}

=====

Entry 2:
{"formula": "C19H20FeNO3", "method": "wB97M-V/def2-TZVPD", "symbols": ["O", "C", "Fe", "C", "O", "C", "O", "C", "C", "C", "C", "C", "C", "H", "H", "H", "H", "H", "H", "H", "C", "C", "C", "C", "C", "C", "C", "C", "N", "C", "C", "H", "H", "H", "H", "H", "H", "H", "H", "H", "H", "H", "H", "H"], "xyz": [[2.246, -2.640, 1.311], [2.160, -1.684, 0.650], [2.067, -0.049, -0.025], [3.043, 0.767, 1.195], [3.847, 1.177, 1.932], [3.421, -0.140, -1.128], [4.402, -0.088, -1.752], [-2.192, -0.642, 2.613], [-1.316, -1.095, 1.401], [-0.609, -0.016, 0.654], [-0.937, 1.303, 0.825], [-1.901, 1.707, 1.798], [-2.524, 0.809, 2.611], [-1.581, -0.844, 3.511], [-0.585, -1.822, 1.798], [-1.938, -1.628, 0.663], [-0.060, -0.364, -0.261], [-0.458, 2.078, 0.220], [-2.145, 2.770, 1.875], [-3.303, 1.133, 3.311], [-6.548, 1.518, 5.557], [-5.199, 1.589, 5.922], [-4.314, 0.562, 5.556], [-4.754, -0.513, 4.775], [-3.815, -1.612, 4.298], [-4.345, -3.046, 4.398], [-3.692, -3.808, 3.255], [-3.538, -2.805, 2.125], [-3.407, -1.451, 2.790], [-6.113, -0.587, 4.425], [-7.005, 0.420, 4.823], [-7.239, 2.320, 5.835], [-4.842, 2.443, 6.497], [-3.269, 0.609, 5.878], [-2.854, -1.563, 4.827], [-4.089, -3.474, 5.372], [-5.434, -3.092, 4.314], [-2.706, -4.184, 3.556], [-4.277, -4.674, 2.930], [-2.694, -3.043, 1.483], [-4.438, -2.754, 1.492], [-4.159, -0.907, 2.365], [-6.484, -1.441, 3.852], [-8.061, 0.331, 4.556]], "atomic_forces_ev_per_a": [[-0.147, 1.671, -1.638], [0.087, -2.803, 2.618], [-1.827, 0.110, -0.392], [2.594, 1.432, 2.878], [-1.952, -0.825, -1.695], [3.356, 0.675, -3.007], [-2.169, -0.410, 1.468], [2.118, 0.621, -0.338], [-0.014, -0.211, 0.106], [0.583, -2.966, -0.838], [-2.408, 4.254, 2.202], [3.515, 1.752, -3.966], [-2.161, -2.149, 1.980], [-0.083, -0.011, -0.239], [-0.177, -0.008, -0.378], [0.216, 0.185, 0.207], [-0.348, 0.265, 0.704], [-0.246, -0.255, 0.202], [0.142, -0.410, -0.030], [0.414, -0.075, -0.306], [0.179, -0.177, -0.177], [-0.019, -0.339, -0.103], [-0.093, 0.183, -0.004], [-0.388, -0.112, -0.116], [0.193, -0.110, 0.325], [-0.279, -0.075, 0.023], [0.352, -0.417, 0.093], [-0.310, -0.599, -0.075], [-1.637, -0.252, 0.112], [-0.029, 0.418, 0.152], [0.182, -0.201, -0.105], [0.290, -0.357, -0.058], [-0.038, -0.302, -0.121], [-0.315, 0.020, -0.135], [-0.253, 0.128, -0.104], [-0.048, 0.149, -0.143], [0.189, 0.123, 0.000], [-0.165, 0.099, -0.071], [0.098, 0.165, 0.085], [-0.129, 0.146, 0.216], [0.323, -0.026, 0.267], [-0.004, 0.238, 0.151], [0.025, 0.371, 0.166], [0.384, 0.084, 0.084]], "nbo_charge": [-0.504, 0.411, 0.123, 0.431, -0.474, 0.456, -0.466, -0.089, -0.485, -0.119, -0.206, -0.232, -0.161, 0.233, 0.250, 0.233, 0.188, 0.236, 0.242, 0.224, -0.179, -0.194, -0.198, -0.117, -0.031, -0.423, -0.424, -0.221, -0.367, -0.159, -0.210, 0.238, 0.236, 0.224, 0.228, 0.257, 0.225, 0.225, 0.253, 0.243, 0.225, 0.443, 0.203, 0.234], "homo_energy_ha": [-0.3495, -0.4131], "lumo_energy_ha": [-0.0967, -0.2169], "orbital_gap_ev": [6.88, 5.34], "spin_multiplicity": 5, "charge": 1}

=====

Entry 3:
{"formula": "C27H26BaNOPS2", "method": "wB97M-V/def2-TZVPD", "symbols": ["Ba", "S", "C", "C", "C", "C", "C", "C", "S", "H", "H", "H", "H", "C", "C", "C", "O", "H", "H", "H", "H", "H", "H", "H", "N", "P", "C", "C", "C", "C", "C", "C", "C", "C", "C", "C", "C", "C", "C", "C", "C", "C", "C", "C", "H", "H", "H", "H", "H", "H", "H", "H", "H", "H", "H", "H", "H", "H", "H"], "xyz": [[-1.157, -1.274, 1.176], [0.652, 1.324, 0.456], [0.807, 3.017, 0.461], [1.807, 3.789, 0.950], [1.841, 5.227, 0.946], [1.254, 6.069, 0.063], [0.520, 5.714, -1.119], [-0.128, 4.559, -1.389], [-0.789, 3.806, -2.703], [2.627, 3.264, 1.421], [2.470, 5.684, 1.706], [1.458, 7.129, 0.191], [0.555, 6.411, -1.949], [-2.507, 4.786, 0.231], [-1.591, 3.678, 0.700], [-1.319, 3.744, 2.187], [-0.304, 3.790, -0.008], [-3.494, 4.596, 0.655], [-2.595, 4.796, -0.853], [-2.152, 5.758, 0.579], [-2.005, 2.706, 0.433], [-0.824, 4.685, 2.439], [-0.708, 2.904, 2.516], [-2.273, 3.683, 2.713], [0.132, -3.401, 1.344], [1.304, -3.813, 0.474], [1.268, -3.216, -1.272], [2.339, -2.670, -1.972], [2.193, -2.280, -3.299], [0.981, -2.461, -3.949], [-0.087, -3.031, -3.271], [0.058, -3.406, -1.944], [1.482, -5.618, 0.143], [0.533, -6.442, 0.738], [0.549, -7.814, 0.515], [1.520, -8.371, -0.306], [2.470, -7.552, -0.907], [2.447, -6.183, -0.685], [2.977, -3.327, 1.047], [3.291, -1.966, 1.055], [4.472, -1.510, 1.621], [5.355, -2.410, 2.204], [5.044, -3.762, 2.223], [3.862, -4.216, 1.650], [3.293, -2.522, -1.481], [3.025, -1.824, -3.822], [0.862, -2.140, -4.976], [-1.041, -3.165, -3.765], [-0.781, -3.831, -1.403], [-0.213, -5.968, 1.369], [-0.199, -8.447, 0.977], [1.533, -9.440, -0.485], [3.224, -7.985, -1.554], [3.180, -5.543, -1.166], [2.595, -1.248, 0.633], [4.691, -0.450, 1.618], [6.274, -2.055, 2.655], [5.720, -4.467, 2.693], [3.624, -5.273, 1.678]], "atomic_forces_ev_per_a": [[-0.310, 0.025, 0.254], [0.094, -0.107, -0.173], [0.265, -0.125, 0.144], [-0.130, 0.095, -0.039], [0.082, -0.001, 0.097], [-0.025, 0.005, -0.021], [0.042, 0.014, -0.033], [-0.028, -0.147, 0.144], [-0.050, -0.016, -0.035], [0.005, -0.045, -0.021], [-0.005, -0.025, 0.001], [-0.012, 0.005, -0.006], [-0.015, -0.025, -0.022], [0.063, 0.042, -0.036], [-0.324, -0.119, 0.052], [0.040, -0.026, 0.011], [0.109, 0.416, -0.080], [0.008, -0.009, 0.038], [-0.023, -0.001, 0.010], [0.007, -0.007, -0.029], [0.061, -0.047, -0.078], [-0.004, -0.019, 0.008], [-0.010, 0.036, 0.015], [-0.021, 0.007, -0.024], [-0.333, 0.201, 0.218], [0.286, -0.027, -0.442], [0.196, -0.232, -0.142], [-0.001, 0.048, -0.054], [-0.032, -0.011, 0.017], [0.049, 0.041, -0.053], [0.003, -0.044, 0.132], [-0.036, 0.116, -0.037], [-0.064, -0.099, 0.152], [0.005, 0.014, 0.032], [0.009, 0.021, -0.004], [-0.010, 0.041, 0.011], [0.026, -0.015, -0.020], [0.015, 0.019, -0.028], [0.075, 0.076, 0.104], [-0.025, 0.000, 0.031], [-0.036, -0.004, -0.025], [-0.020, -0.044, 0.001], [0.032, 0.009, 0.014], [0.015, -0.008, -0.078], [-0.001, -0.017, 0.004], [0.003, 0.004, 0.006], [0.011, -0.003, -0.002], [-0.009, 0.005, -0.003], [-0.005, -0.008, -0.006], [-0.003, -0.022, -0.007], [-0.006, 0.006, 0.008], [0.006, -0.006, -0.005], [0.006, 0.011, -0.003], [-0.001, -0.014, -0.006], [0.021, 0.020, 0.001], [-0.010, 0.004, -0.007], [0.007, -0.004, 0.002], [0.000, -0.005, 0.001], [0.009, 0.002, 0.007]], "nbo_charge": [0.079, -0.535, 0.171, -0.367, -0.236, -0.234, -0.418, 0.106, -0.264, 0.219, 0.189, 0.187, 0.220, -0.643, 0.120, -0.645, -0.492, 0.217, 0.248, 0.203, 0.226, 0.207, 0.248, 0.222, -1.637, 1.678, -0.312, -0.232, -0.222, -0.217, -0.206, -0.234, -0.298, -0.215, -0.224, -0.230, -0.223, -0.232, -0.302, -0.209, -0.219, -0.227, -0.218, -0.234, 0.214, 0.201, 0.201, 0.209, 0.239, 0.258, 0.202, 0.195, 0.196, 0.215, 0.234, 0.214, 0.197, 0.196, 0.215], "homo_energy_ha": 0.0706, "lumo_energy_ha": 0.1527, "orbital_gap_ev": 2.23, "charge": -2}

=====

Entry 4:
{"formula": "C21H30N2O6", "method": "wB97M-V/def2-TZVPD", "symbols": ["C", "C", "O", "C", "O", "C", "N", "C", "O", "N", "C", "C", "C", "C", "C", "O", "C", "C", "C", "C", "C", "C", "C", "O", "O", "C", "C", "C", "C", "H", "H", "H", "H", "H", "H", "H", "H", "H", "H", "H", "H", "H", "H", "H", "H", "H", "H", "H", "H", "H", "H", "H", "H", "H", "H", "H", "H", "H", "H"], "xyz": [[6.887, 1.942, -0.972], [6.415, 1.885, 0.472], [5.568, 0.754, 0.689], [6.163, -0.414, 0.940], [7.346, -0.561, 1.092], [5.145, -1.542, 1.032], [3.773, -1.111, 0.927], [3.231, -1.034, -0.345], [3.771, -1.564, -1.297], [2.059, -0.340, -0.465], [1.150, -0.014, 0.609], [0.042, -1.068, 0.716], [-0.731, -1.184, -0.604], [-1.735, -2.356, -0.557], [-2.975, -2.077, 0.288], [-3.822, -1.250, -0.479], [-4.892, -0.650, 0.111], [-5.624, 0.213, -0.708], [-6.718, 0.886, -0.209], [-7.104, 0.712, 1.111], [-6.388, -0.149, 1.920], [-5.286, -0.833, 1.431], [-1.517, 0.092, -0.916], [-1.769, 0.472, -2.028], [-1.884, 0.741, 0.194], [-2.632, 1.945, 0.022], [-1.711, 3.143, -0.161], [0.268, -1.434, -1.745], [1.382, -0.388, -1.747], [7.513, 1.081, -1.191], [7.463, 2.849, -1.133], [6.033, 1.935, -1.645], [5.800, 2.752, 0.723], [7.270, 1.822, 1.153], [5.337, -2.223, 0.194], [5.303, -2.085, 1.968], [3.529, -0.373, 1.569], [1.671, 0.062, 1.563], [0.706, 0.962, 0.387], [-0.626, -0.803, 1.535], [0.501, -2.034, 0.939], [-1.226, -3.241, -0.172], [-2.075, -2.565, -1.573], [-3.489, -3.020, 0.523], [-2.700, -1.582, 1.227], [-5.308, 0.331, -1.733], [-7.274, 1.551, -0.853], [-7.960, 1.241, 1.503], [-6.685, -0.299, 2.948], [-4.753, -1.508, 2.082], [-3.235, 2.042, 0.927], [-3.287, 1.833, -0.847], [-1.032, 3.233, 0.684], [-2.305, 4.049, -0.235], [-1.131, 3.029, -1.074], [-0.257, -1.395, -2.700], [0.711, -2.424, -1.625], [2.126, -0.635, -2.506], [0.967, 0.602, -1.957]], "atomic_forces_ev_per_a": [[-0.189, -0.180, 0.318], [0.461, 0.317, -0.074], [-0.278, 0.062, -0.079], [-0.025, -0.265, 0.118], [0.038, -0.034, -0.053], [-0.008, -0.104, -0.124], [-0.067, -0.061, 0.255], [-0.113, 0.141, 0.289], [0.249, -0.207, -0.301], [0.005, 0.163, -0.158], [-0.086, -0.187, 0.357], [-0.016, 0.262, -0.027], [0.000, -0.268, -0.096], [-0.299, 0.358, 0.143], [0.199, -0.456, 0.183], [-0.206, 0.114, -0.150], [-0.161, 0.124, -0.017], [0.156, -0.151, -0.022], [0.045, -0.019, -0.030], [-0.111, 0.036, 0.156], [-0.119, 0.104, -0.001], [0.315, -0.215, -0.061], [0.279, -0.105, -0.127], [-0.038, 0.110, -0.125], [0.135, -0.100, 0.310], [-0.273, 0.508, -0.227], [-0.095, -0.420, 0.037], [-0.008, 0.349, 0.039], [0.085, -0.232, -0.390], [0.069, -0.026, -0.048], [0.071, 0.099, -0.044], [-0.046, 0.039, -0.084], [0.084, -0.121, 0.010], [-0.179, 0.074, -0.062], [0.059, 0.100, 0.232], [0.096, 0.095, -0.128], [-0.053, -0.058, -0.139], [-0.060, 0.089, -0.066], [0.071, -0.017, 0.120], [-0.003, -0.067, 0.044], [0.001, -0.041, 0.012], [0.044, -0.012, -0.019], [0.023, -0.098, -0.025], [0.038, 0.149, 0.034], [-0.076, -0.035, -0.048], [0.049, 0.024, -0.132], [-0.039, 0.053, -0.067], [-0.073, 0.041, 0.036], [-0.021, -0.013, 0.074], [0.073, -0.057, 0.022], [0.038, -0.060, -0.122], [0.041, 0.009, 0.207], [0.054, 0.058, 0.072], [-0.047, 0.133, -0.005], [0.049, 0.036, -0.070], [-0.022, -0.082, 0.004], [0.001, -0.076, 0.016], [-0.142, 0.131, 0.057], [0.024, -0.015, -0.022]], "nbo_charge": [-0.634, -0.074, -0.517, 0.785, -0.598, -0.335, -0.634, 0.797, -0.670, -0.461, -0.198, -0.405, -0.170, -0.387, -0.076, -0.528, 0.391, -0.288, -0.190, -0.248, -0.188, -0.332, 0.839, -0.611, -0.538, -0.078, -0.634, -0.397, -0.226, 0.224, 0.216, 0.215, 0.187, 0.200, 0.272, 0.225, 0.388, 0.200, 0.200, 0.224, 0.211, 0.217, 0.229, 0.185, 0.181, 0.229, 0.215, 0.214, 0.213, 0.219, 0.194, 0.206, 0.206, 0.219, 0.220, 0.236, 0.213, 0.252, 0.196], "homo_energy_ha": -0.3195, "lumo_energy_ha": 0.0207, "orbital_gap_ev": 9.26, "smiles": "CCOC(=O)CNC(=O)N1CCC(CCOc2ccccc2)(C(=O)OCC)CC1"}

=====

no.,DFT total energy (hartree)
1,-460.49280
2,-2279.76245
3,-2337.54360
4,-1379.22954